Molecular formula: C46H71F9O30
Method: DFT, ωB97M-V/def2-TZVPD

Output
E	-134727.629	eV
relative energy (zero: lowest compared OMol25 entry of this formula, charge and spin)	825.49	kJ/mol
F_max	8.1	eV/Å
highest occupied orbital energy	-9.869	eV
SMILES	CCOC(=O)C(F)(F)F.CCOC(=O)C(F)(F)F.CCOC(=O)C(F)(F)F.C[C@H]1COC(=O)O1.C[C@H]1COC(=O)O1.C[C@H]1COC(=O)O1.C[C@H]1COC(=O)O1.C[C@H]1COC(=O)O1.C[C@H]1COC(=O)O1.C[C@H]1COC(=O)O1.COCCOCCOC

```
! RIJCOSX wB97M-V def2-TZVPD def2/J DEFGRID3
* xyz 0 1
C -3.035 10.754 -3.629
O -8.328 -3.719 7.291
O -3.823 -6.993 -3.859
C -2.486 -9.099 -3.924
H 5.514 -8.957 -3.003
H -3.706 6.004 5.120
C 3.318 -2.745 11.080
C -9.201 -2.651 7.201
O -3.486 9.464 -1.847
H -1.551 -8.588 -4.155
O -4.065 -4.833 -3.104
H 4.021 -7.930 -3.024
H -11.792 -1.562 0.103
O -1.656 1.956 -1.334
H 2.393 1.163 0.786
H -10.348 -3.716 -0.511
O -10.358 -2.851 -2.320
O -10.817 -1.423 -3.971
H 5.328 -7.664 -1.793
H 8.359 -4.293 4.084
H -1.872 10.512 -1.757
H -1.940 -7.924 -1.846
H 4.216 8.357 1.239
C -9.667 -2.140 8.484
O -9.505 -2.020 6.124
H 0.708 -1.797 10.528
H 4.169 -6.225 -4.555
O 9.755 -3.616 2.683
O 8.335 -1.961 2.058
H 1.859 -4.462 10.766
C -3.798 -5.996 -2.924
H 0.054 -3.451 10.336
C -3.549 -8.216 -3.162
O -1.700 5.044 5.066
O 10.550 -1.700 1.587
C -7.612 -4.287 6.171
O 0.593 5.652 -9.858
H -5.605 4.413 4.095
C -3.026 -7.844 -1.799
F 1.603 4.749 -7.483
C 1.468 0.906 1.303
H 7.113 -2.460 3.490
H 3.383 -1.715 10.729
H 0.699 4.107 -13.018
H -8.310 -1.874 -0.677
F 8.106 5.931 3.365
H 2.048 3.024 -13.076
O -2.765 3.058 4.792
C 1.787 4.082 -13.073
H 6.786 -2.884 -5.773
C -11.931 -2.168 -0.792
H 6.663 -2.171 -3.598
H 6.777 0.661 -2.918
C -10.520 -2.742 -0.970
H -3.538 4.029 3.072
H -2.277 -10.132 -3.646
H 5.939 -2.616 1.032
C 0.835 -2.757 10.027
H 6.578 -4.572 -4.145
O -5.739 9.981 -1.862
C 1.389 3.849 -8.398
C -2.367 9.933 -2.537
C 8.464 -4.098 3.017
F 2.395 3.026 -8.361
C -3.022 5.415 4.510
H -4.438 -8.828 -3.007
H -2.945 -9.295 -4.893
C 4.968 6.769 -0.034
H -1.081 8.167 -2.072
H 3.515 4.875 -11.981
C 1.861 -3.209 8.045
O -3.381 -6.499 -1.703
O 1.992 -3.413 6.822
H 1.934 5.799 -11.769
O 5.611 6.200 1.144
H 8.127 -0.558 -3.234
C -4.954 3.786 4.703
H 5.221 -2.134 -6.257
H 5.707 -4.009 1.933
C 7.511 -2.987 2.622
O -11.896 -1.290 -1.938
H -3.274 -8.358 -0.870
F -8.793 -1.262 9.057
F -9.770 -3.175 9.331
C -9.379 -1.764 -0.494
O -1.753 0.237 0.328
C 7.200 5.230 2.556
C 2.058 -3.487 10.320
H -5.034 2.703 4.604
H -5.644 -3.032 5.924
C -1.149 1.081 -0.639
C 5.795 -2.574 -5.441
C 5.089 -7.972 -2.811
H 1.116 -0.662 -0.196
H 5.453 8.914 0.215
O -4.331 10.773 -3.380
H -2.089 8.007 -3.498
H -4.932 3.906 5.786
C 4.937 -5.872 -3.866
C 4.597 8.240 0.225
H -0.760 9.207 -3.461
O 6.909 -0.511 -4.688
C -3.593 4.013 4.160
H 3.224 -2.622 12.159
C -1.690 3.710 5.262
H -6.947 -5.050 6.576
F -10.870 -1.599 8.392
H -2.788 5.953 3.591
O -0.817 3.159 5.873
O 5.736 -6.952 -3.579
H 5.449 6.797 -1.012
H 5.880 -5.286 -5.635
C 0.568 0.077 0.388
O 0.114 0.817 -0.723
F 0.299 3.254 -8.172
C -11.028 -1.839 -2.865
O 7.855 6.311 0.501
H 2.154 4.489 -14.015
C 6.065 -1.569 -4.282
H 8.027 1.087 -3.923
C 6.513 -3.406 1.516
H 4.271 -3.257 10.951
H -0.872 -1.549 0.809
H 1.651 0.271 2.169
H 3.923 8.541 -0.577
H 1.070 1.857 1.655
H -2.863 10.258 -4.585
F 6.066 5.036 3.202
O 2.678 -3.509 9.059
H -6.023 -4.072 4.614
O 2.174 4.047 -10.746
O 4.985 -3.636 -4.802
H 8.158 -4.918 2.368
C 1.333 4.627 -9.749
C -1.549 8.727 -2.882
C -6.489 -3.430 5.362
O 0.734 -2.736 8.605
C -0.771 -0.482 1.007
C 9.646 -2.417 2.078
H -8.436 -4.620 5.540
H 4.067 6.176 -0.188
H -9.445 -1.592 0.580
C 5.659 -4.798 -4.686
H 7.051 -3.882 0.697
H -0.730 -0.323 2.084
C 6.935 6.028 1.321
H -2.728 11.796 -3.542
F 7.774 4.102 2.182
H -9.405 -0.843 -1.075
H -12.826 -2.777 -0.670
C 2.429 4.836 -11.899
C -4.599 10.137 -2.287
H 4.605 -5.475 -2.907
H -6.999 -2.654 4.790
C 7.457 0.202 -3.636
H 5.111 -1.240 -3.870
*
```

***

Molecular formula: C4H7N3O
Method: DFT, ωB97M-V/def2-TZVPD

Output
E	-10773.481	eV
relative energy (zero: lowest compared OMol25 entry of this formula, charge and spin)	604.58	kJ/mol
F_max	10.3	eV/Å
highest occupied orbital energy	-9.297	eV
SMILES	C/N=C(C=O)/N=C\N

```
! RIJCOSX wB97M-V def2-TZVPD def2/J DEFGRID3
* xyz 0 1
H 1.301 2.265 -0.675
H -2.389 1.225 -1.346
H 2.586 1.329 0.227
C -1.198 -1.571 1.038
O -0.337 1.097 -2.711
N 0.020 -1.378 1.836
N 0.663 0.086 -0.064
H 0.345 -2.158 2.545
H 1.912 0.788 -1.255
C 1.601 1.183 -0.434
N -1.378 -0.921 -0.015
C -0.519 0.017 -0.484
H -1.978 -2.255 1.616
H 0.563 -0.722 1.202
C -1.189 1.014 -1.479
*
```

***

Molecular formula: C35H32MoN4O2S
Method: DFT, ωB97M-V/def2-TZVPD

Output
E	-59547.232	eV
F_max	0.5	eV/Å
highest occupied orbital energy (alpha / beta)	-13.677 / -13.587	eV

```
! RIJCOSX wB97M-V def2-TZVPD def2/J DEFGRID3
* xyz 2 1
C 1.107 3.039 -2.791
Mo 0.413 0.691 -0.792
N 2.172 0.077 0.206
C 0.098 -2.069 4.497
H -0.999 3.061 -4.476
H -0.062 -2.717 -3.866
N 0.419 1.741 0.894
H -1.601 -1.119 -0.622
C -0.928 -1.188 4.814
H -3.925 -5.053 0.607
H -2.980 5.717 1.732
C 1.293 4.108 2.456
H 1.529 5.170 2.490
H 3.393 0.135 3.297
C -2.209 -3.777 0.605
H -1.133 -0.956 5.850
C -0.809 -0.323 -4.707
H -2.046 1.159 -5.633
H 2.050 3.623 1.835
H 0.691 -4.416 -1.069
C -2.922 -4.903 0.232
H 0.688 -2.522 5.282
H 1.178 -3.041 2.912
C -1.049 -5.678 -1.082
S 0.041 -2.173 0.504
C 0.824 0.511 -3.155
N -0.612 -0.973 -0.431
C 3.189 -0.442 -0.485
H 1.691 2.795 -1.902
H -2.905 -6.730 -0.885
H -0.740 5.773 2.760
H -1.994 -0.402 1.697
C -1.425 -0.883 2.482
C 1.076 1.167 1.983
H 5.277 -0.984 2.090
C -2.344 -5.848 -0.608
C -2.589 3.902 0.661
C 4.391 -0.675 1.550
C -1.685 -0.595 3.811
H -2.816 2.337 -1.310
C -0.483 2.832 1.120
C -1.700 2.864 0.422
C -0.325 -4.554 -0.718
C 4.336 -0.845 0.167
C -0.661 2.052 -4.280
C 0.397 1.852 -3.395
C 0.207 -0.594 -3.817
H -2.473 0.101 4.064
C -0.920 -3.614 0.113
H -1.348 1.575 -1.404
H 1.811 3.441 -3.523
C 2.927 -0.392 -1.970
H 1.597 -2.172 -4.163
C -1.241 0.983 -4.931
O 3.612 -0.849 -2.836
H -2.640 -3.051 1.285
H -2.595 0.954 -0.248
H 0.948 -2.154 -2.530
C 0.374 -2.361 3.171
H -1.285 -1.139 -5.237
O 0.790 1.288 3.143
C 3.347 -0.062 2.235
C -0.095 3.924 1.911
C -2.117 1.858 -0.624
N 1.743 0.318 -2.117
H -0.600 -6.425 -1.722
C -1.027 4.937 2.134
H -3.533 3.922 0.129
H 1.382 3.705 3.465
H 5.165 -1.257 -0.393
C -2.276 4.917 1.548
C -0.399 -1.765 2.182
C 2.237 0.330 1.508
H 0.404 3.833 -2.543
C 0.694 -1.989 -3.577
*
```

***

Molecular formula: C3H5NO2
Method: DFT, ωB97M-V/def2-TZVPD

Output
E	-8766.938	eV
relative energy (zero: lowest compared OMol25 entry of this formula, charge and spin)	16.97	kJ/mol
F_max	2.0	eV/Å
highest occupied orbital energy (alpha / beta)	-16.272 / -15.965	eV

```
! RIJCOSX wB97M-V def2-TZVPD def2/J DEFGRID3
* xyz 1 2
O 2.173 -0.216 -0.112
H -1.071 0.833 1.167
C -1.110 0.852 -0.973
C 1.398 -1.086 0.205
O -2.087 0.255 -1.232
C -0.345 0.629 0.386
H 0.503 1.302 0.434
H -0.484 -1.344 1.075
N 0.059 -0.719 0.483
H 1.698 -2.133 0.230
H -0.733 1.627 -1.663
*
```

***

Molecular formula: C4H6O2Tl
Method: DFT, ωB97M-V/def2-TZVPD

Output
E	-13018.771	eV
relative energy (zero: lowest compared OMol25 entry of this formula, charge and spin)	677.14	kJ/mol
F_max	5.6	eV/Å
highest occupied orbital energy (alpha / beta)	-12.495 / -11.080	eV

```
! RIJCOSX wB97M-V def2-TZVPD def2/J DEFGRID3
* xyz 1 1
Tl -0.872 3.995 -2.088
H 1.431 0.023 -0.050
C -0.710 1.496 -0.030
O 0.815 -3.036 0.054
H 0.812 -1.497 -1.257
H 0.415 0.823 1.799
O -0.349 2.415 -0.740
H -1.609 1.608 0.611
C -0.166 -0.866 0.518
C 0.698 -1.698 -0.187
H 0.248 -3.345 0.768
H -1.172 -0.326 -0.185
C 0.460 0.406 0.787
*
```

***

Molecular formula: C35H37HgNO2P2
Method: DFT, ωB97M-V/def2-TZVPD

Output
E	-65218.663	eV
relative energy (zero: lowest compared OMol25 entry of this formula, charge and spin)	364.83	kJ/mol
F_max	5.1	eV/Å
highest occupied orbital energy (alpha / beta)	-6.281 / -5.360	eV

```
! RIJCOSX wB97M-V def2-TZVPD def2/J DEFGRID3
* xyz 0 1
C 3.919 2.995 -4.362
C -2.595 -2.195 -2.498
C -2.912 1.858 -2.241
H -3.919 -3.216 0.485
C 3.648 -2.458 -1.030
Hg -0.108 1.893 -4.068
H -2.645 1.889 -4.771
C 3.768 1.611 -4.324
H -1.710 -1.215 -6.894
C 5.929 -2.837 -0.329
O -1.426 -1.348 1.113
H -3.716 3.823 -2.137
H -4.368 -5.279 -0.891
H 0.078 -0.061 -7.688
H 0.960 -1.142 -6.599
H 0.417 2.145 -1.437
H -2.592 2.504 -6.915
C 0.215 -0.320 -6.618
H 0.888 0.511 -1.996
C -2.990 -2.188 -1.143
C -5.278 2.324 -2.415
H -0.791 -1.904 -5.585
C -2.821 -3.349 -3.258
H 1.502 -2.550 -2.445
H -6.102 3.030 -2.405
H 2.832 1.215 -1.074
H -0.178 3.065 -7.863
H 3.623 4.847 -3.299
H 1.626 2.812 -5.997
C 3.592 3.761 -3.245
C -1.068 -0.954 -6.045
C 6.344 -1.731 -1.081
H -4.667 -0.979 -2.871
H -0.754 3.800 -6.369
C -3.458 -4.448 -2.678
C -1.694 1.911 -6.688
C -3.628 -3.283 -0.566
C 5.431 -1.025 -1.862
H 6.651 -3.420 0.238
H -2.801 -1.317 -0.521
C 3.095 1.716 -2.013
P 2.994 -0.888 -3.240
C 0.861 0.802 -5.842
C 0.706 2.217 -6.047
C -4.454 0.078 -2.705
C -1.911 -0.117 -5.071
N -0.304 -1.837 0.925
C -3.871 -4.422 -1.341
H -3.629 -5.334 -3.281
H 7.391 -1.431 -1.064
H 1.804 0.442 -5.401
P -1.724 -0.717 -3.164
O 0.056 -2.338 -0.154
C 4.578 -3.187 -0.297
C 0.106 1.268 -2.018
H -1.919 2.225 -1.983
C 3.254 0.948 -3.181
H 4.230 -4.031 0.296
C -0.007 -1.463 -3.308
C -5.526 0.966 -2.611
C 4.073 -1.441 -1.910
C -1.839 1.370 -5.284
H 2.991 3.704 -1.177
H -1.646 1.119 -7.443
H -2.978 -0.406 -5.208
H -0.257 -2.449 -3.767
H -6.538 0.578 -2.724
H 4.271 3.466 -5.278
C -3.964 2.768 -2.248
C -0.457 2.833 -6.821
H -2.499 -3.371 -4.297
H 5.771 -0.160 -2.437
H 4.045 1.012 -5.192
C 3.217 3.112 -2.069
C -3.114 0.508 -2.588
H 2.587 -2.674 -0.920
H -0.763 0.798 -1.529
C 1.289 -1.537 -2.806
*
```

***

What did the sixth record say?
Molecular formula: C35H37HgNO2P2
Method: DFT, ωB97M-V/def2-TZVPD

Output
E	-65218.663	eV
relative energy (zero: lowest compared OMol25 entry of this formula, charge and spin)	364.83	kJ/mol
F_max	5.1	eV/Å
highest occupied orbital energy (alpha / beta)	-6.281 / -5.360	eV

```
! RIJCOSX wB97M-V def2-TZVPD def2/J DEFGRID3
* xyz 0 1
C 3.919 2.995 -4.362
C -2.595 -2.195 -2.498
C -2.912 1.858 -2.241
H -3.919 -3.216 0.485
C 3.648 -2.458 -1.030
Hg -0.108 1.893 -4.068
H -2.645 1.889 -4.771
C 3.768 1.611 -4.324
H -1.710 -1.215 -6.894
C 5.929 -2.837 -0.329
O -1.426 -1.348 1.113
H -3.716 3.823 -2.137
H -4.368 -5.279 -0.891
H 0.078 -0.061 -7.688
H 0.960 -1.142 -6.599
H 0.417 2.145 -1.437
H -2.592 2.504 -6.915
C 0.215 -0.320 -6.618
H 0.888 0.511 -1.996
C -2.990 -2.188 -1.143
C -5.278 2.324 -2.415
H -0.791 -1.904 -5.585
C -2.821 -3.349 -3.258
H 1.502 -2.550 -2.445
H -6.102 3.030 -2.405
H 2.832 1.215 -1.074
H -0.178 3.065 -7.863
H 3.623 4.847 -3.299
H 1.626 2.812 -5.997
C 3.592 3.761 -3.245
C -1.068 -0.954 -6.045
C 6.344 -1.731 -1.081
H -4.667 -0.979 -2.871
H -0.754 3.800 -6.369
C -3.458 -4.448 -2.678
C -1.694 1.911 -6.688
C -3.628 -3.283 -0.566
C 5.431 -1.025 -1.862
H 6.651 -3.420 0.238
H -2.801 -1.317 -0.521
C 3.095 1.716 -2.013
P 2.994 -0.888 -3.240
C 0.861 0.802 -5.842
C 0.706 2.217 -6.047
C -4.454 0.078 -2.705
C -1.911 -0.117 -5.071
N -0.304 -1.837 0.925
C -3.871 -4.422 -1.341
H -3.629 -5.334 -3.281
H 7.391 -1.431 -1.064
H 1.804 0.442 -5.401
P -1.724 -0.717 -3.164
O 0.056 -2.338 -0.154
C 4.578 -3.187 -0.297
C 0.106 1.268 -2.018
H -1.919 2.225 -1.983
C 3.254 0.948 -3.181
H 4.230 -4.031 0.296
C -0.007 -1.463 -3.308
C -5.526 0.966 -2.611
C 4.073 -1.441 -1.910
C -1.839 1.370 -5.284
H 2.991 3.704 -1.177
H -1.646 1.119 -7.443
H -2.978 -0.406 -5.208
H -0.257 -2.449 -3.767
H -6.538 0.578 -2.724
H 4.271 3.466 -5.278
C -3.964 2.768 -2.248
C -0.457 2.833 -6.821
H -2.499 -3.371 -4.297
H 5.771 -0.160 -2.437
H 4.045 1.012 -5.192
C 3.217 3.112 -2.069
C -3.114 0.508 -2.588
H 2.587 -2.674 -0.920
H -0.763 0.798 -1.529
C 1.289 -1.537 -2.806
*
```